# C38H52N4O5S

3 unconnected molecules or ions with the total composition C38H52N4O5S at a distorted geometry (the ωB97M-V functional and the def2-TZVPD basis, OMol25).

```
100
Properties=species:S:1:pos:R:3
C 2.034 8.076 0.549
C 0.897 7.362 -0.183
O 1.442 6.330 -0.995
C 0.896 5.052 -0.746
C 1.232 4.491 0.663
C 2.140 3.280 0.517
C 3.453 3.517 0.114
C 4.337 2.483 -0.083
C 5.737 2.766 -0.510
C 6.833 2.376 0.264
C 8.082 2.728 -0.222
C 8.180 3.395 -1.428
N 7.158 3.783 -2.194
C 5.965 3.461 -1.684
C 3.922 1.159 0.143
N 4.884 0.111 -0.100
C 5.256 -0.538 0.861
S 5.953 -1.333 2.006
C 2.632 0.927 0.568
C 1.720 1.984 0.756
C 0.325 1.636 1.182
O -0.656 2.228 0.796
C 0.216 0.457 2.091
C 1.083 -0.534 1.919
C 2.125 -0.464 0.859
O 2.531 -1.447 0.287
H 2.827 8.232 -0.185
H 1.709 9.044 0.926
H 2.448 7.444 1.334
H 0.141 6.990 0.512
H 0.410 8.098 -0.831
H -0.185 5.021 -0.923
H 1.337 4.395 -1.496
H 1.792 5.229 1.238
H 0.329 4.222 1.197
H 3.775 4.539 -0.045
H 6.684 1.835 1.188
H 8.980 2.487 0.330
H 9.172 3.634 -1.800
H 5.096 3.779 -2.258
H -0.563 0.396 2.840
H 1.059 -1.424 2.537
C -5.388 -3.681 2.230
C -3.843 -3.529 2.294
C -3.200 -4.817 2.821
C -3.390 -5.033 4.319
C -2.918 -3.808 5.097
C -3.580 -2.513 4.624
N -3.470 -2.352 3.139
O -2.275 -1.947 2.839
C -5.052 -2.506 5.076
C -2.933 -1.325 5.329
C -3.388 -3.327 0.851
H -5.733 -4.617 2.673
H -5.904 -2.864 2.728
H -5.741 -3.660 1.200
H -2.126 -4.795 2.609
H -3.605 -5.667 2.269
H -4.437 -5.255 4.546
H -2.819 -5.908 4.635
H -3.115 -3.946 6.162
H -1.831 -3.723 4.994
H -5.580 -1.642 4.669
H -5.103 -2.441 6.163
H -5.598 -3.404 4.793
H -1.855 -1.293 5.181
H -3.114 -1.397 6.401
H -3.358 -0.383 4.978
H -3.776 -2.396 0.436
H -3.761 -4.150 0.242
H -2.304 -3.318 0.754
C -0.479 -2.986 -5.376
C -1.541 -1.948 -4.917
C -1.195 -0.555 -5.455
C -0.021 0.108 -4.740
C -0.260 0.127 -3.232
C -0.562 -1.260 -2.662
N -1.652 -1.942 -3.427
O -2.804 -1.466 -3.071
C 0.730 -2.096 -2.664
C -0.947 -1.128 -1.195
C -2.858 -2.387 -5.552
H 0.363 -2.520 -5.890
H -0.085 -3.567 -4.547
H -0.912 -3.715 -6.060
H -2.070 0.096 -5.355
H -0.986 -0.627 -6.524
H 0.914 -0.409 -4.976
H 0.097 1.131 -5.104
H 0.612 0.545 -2.722
H -1.094 0.802 -3.015
H 0.530 -3.124 -2.354
H 1.448 -1.680 -1.958
H 1.232 -2.123 -3.630
H -1.786 -0.451 -1.040
H -0.102 -0.731 -0.635
H -1.205 -2.097 -0.768
H -3.179 -3.355 -5.161
H -2.719 -2.484 -6.629
H -3.659 -1.669 -5.387
```

Results
- Energy relative to the best compared isomer or geometry (same formula, charge and spin): 0.0 kJ/mol
- 2S+1: 3
- Frontier orbital gap (spin up / spin down): 7.282 / 8.163 eV
- F_max: 2.3 eV/A